Entry 1:
C19H25N5OPdS | the ωB97M-V functional and the def2-TZVPD basis

Results
2S+1: 6
Frontier orbital gap (alpha / beta) in eV: 6.26 / 6.25
Expectation value of S²: 8.84
HOMO energy (alpha / beta) in eV: -8.49 / -11.15
Net charge: +1

Cartesian coordinates (Å):
Pd  0.632  0.292  0.428
C  2.865  -0.278  2.667
C  3.259  -0.958  1.367
N  2.099  -1.377  0.570
C  1.375  -2.594  0.967
C  0.505  -2.374  2.195
N  -0.218  -1.084  2.172
C  -0.232  -0.364  3.455
C  0.820  0.774  3.548
N  1.814  0.740  2.465
H  3.754  0.166  3.119
H  2.501  -1.003  3.391
H  3.922  -1.802  1.577
H  3.816  -0.255  0.746
H  2.386  -1.462  -0.399
H  2.062  -3.426  1.149
H  0.750  -2.862  0.116
H  1.105  -2.403  3.101
H  -0.197  -3.206  2.278
H  -1.156  -1.220  1.823
H  -0.095  -1.070  4.276
H  -1.222  0.070  3.594
H  1.311  0.739  4.524
H  0.321  1.737  3.495
H  2.232  1.657  2.378
O  -0.627  -0.964  -0.780
N  -0.691  -0.646  -2.033
C  -1.721  -1.282  -2.783
C  -1.616  -1.354  -4.108
C  -0.466  -0.824  -4.822
C  0.554  -0.256  -4.099
C  0.527  -0.130  -2.713
S  1.727  0.616  -1.776
H  -2.547  -1.643  -2.192
H  -2.428  -1.820  -4.652
H  -0.422  -0.891  -5.898
H  1.425  0.148  -4.599
C  -0.005  2.635  0.801
C  -0.967  2.280  -0.155
C  -2.182  1.638  0.243
C  -3.156  1.326  -0.669
C  -2.970  1.656  -2.018
C  -1.809  2.325  -2.437
C  -0.829  2.630  -1.531
C  -3.969  1.289  -2.990
N  -4.771  0.989  -3.758
H  -0.289  2.621  1.842
H  0.846  3.242  0.524
H  -2.329  1.413  1.293
H  -4.070  0.837  -0.359
H  -1.694  2.591  -3.479
H  0.068  3.141  -1.852

***

Entry 2:
C10H15N4 | the ωB97M-V functional and the def2-TZVPD basis

Results
2S+1: 1
Frontier orbital gap in eV: 8.52
HOMO energy in eV: -11.97
Net charge: +1

Cartesian coordinates (Å):
C  1.717  -1.800  -0.553
C  3.986  0.851  -0.104
C  3.636  0.250  1.053
C  3.093  0.953  -1.209
C  2.197  -0.216  1.343
C  -0.747  -1.202  -0.641
C  -0.415  1.134  0.083
C  -2.261  -1.182  -0.509
C  -1.953  1.196  0.069
C  1.352  -0.497  0.087
N  2.001  -2.799  -1.014
N  1.869  0.586  -1.377
N  -0.021  -0.287  0.284
N  -2.525  0.219  -0.858
H  4.863  1.384  -0.276
H  4.254  0.246  1.932
H  3.264  1.501  -2.064
H  2.229  -1.189  1.815
H  1.784  0.382  2.087
H  -0.294  -2.139  -0.421
H  -0.556  -0.870  -1.709
H  0.081  1.429  -0.853
H  -0.115  1.635  1.004
H  -2.426  -1.845  -1.352
H  -2.778  -1.562  0.348
H  -2.261  0.783  0.991
H  -2.221  2.149  -0.234
H  -2.309  0.266  -1.878
H  -3.631  0.302  -0.809

***

Entry 3:
C27H38ClN4O6RuS2 | the ωB97M-V functional and the def2-TZVPD basis

Results
2S+1: 6
Frontier orbital gap (alpha / beta) in eV: 5.50 / 6.40
Expectation value of S²: 8.77
HOMO energy (alpha / beta) in eV: -5.74 / -7.93
Net charge: 0

Cartesian coordinates (Å):
O  0.914  3.588  -0.143
C  0.939  3.160  -1.301
C  -0.035  3.366  -2.364
C  -1.420  3.080  -2.300
H  -1.837  2.314  -1.630
C  -2.259  3.792  -3.158
H  -3.347  3.750  -3.028
C  -1.701  4.624  -4.141
H  -2.340  5.276  -4.732
C  -0.319  4.630  -4.374
H  0.131  5.265  -5.137
C  0.508  3.885  -3.546
H  1.581  3.775  -3.725
H  1.827  2.538  -1.579
C  2.709  0.129  -2.177
C  1.344  -0.346  -2.038
H  2.836  0.606  -3.163
H  3.440  -0.690  -2.102
H  2.954  0.858  -1.394
C  0.333  -0.257  -3.038
C  0.584  -0.997  -4.325
H  -0.267  0.665  -3.033
H  0.926  -0.345  -5.139
H  -0.239  -1.636  -4.664
H  1.416  -1.666  -4.068
Ru  0.184  -1.289  -0.984
Cl  1.433  -2.987  -1.911
C  -1.147  -3.313  0.444
O  -0.204  -2.515  0.707
N  -1.671  -4.059  1.417
C  -1.075  -4.069  2.754
C  -2.552  -5.140  1.023
H  -1.573  -3.433  -0.569
H  -0.414  -3.206  2.894
H  -0.519  -5.005  2.905
H  -1.882  -4.026  3.495
H  -3.116  -4.815  0.138
H  -3.232  -5.379  1.844
H  -1.957  -6.032  0.770
H  -1.663  5.024  1.651
H  -3.138  3.481  2.919
C  -1.652  4.265  0.857
C  -2.968  2.677  2.175
N  -1.743  2.922  1.396
H  -0.722  4.371  0.288
C  -0.593  2.239  1.772
O  -0.362  1.054  1.513
H  -2.916  1.706  2.694
H  0.124  2.857  2.366
H  -2.525  4.410  0.210
H  -3.818  2.670  1.477
H  4.343  -1.485  2.847
H  4.292  1.192  3.465
C  4.319  -1.082  1.825
C  4.195  1.332  2.378
N  3.558  0.161  1.790
H  3.887  -1.815  1.136
C  2.363  0.210  1.171
O  1.810  -0.815  0.715
H  3.600  2.227  2.161
H  1.908  1.214  1.078
H  5.357  -0.861  1.547
H  5.205  1.434  1.957
O  -6.650  -0.499  -0.368
S  -5.689  0.367  0.264
O  -6.132  1.688  0.651
N  -4.243  0.453  -0.573
C  -3.217  -0.171  -0.010
S  -1.867  -0.377  -1.126
C  -3.506  -0.597  1.367
C  -2.678  -1.009  2.416
C  -3.239  -1.379  3.639
C  -4.634  -1.359  3.820
C  -5.465  -0.860  2.807
C  -4.876  -0.449  1.618
H  -1.603  -0.991  2.241
H  -2.586  -1.684  4.461
H  -5.060  -1.720  4.762
H  -6.545  -0.795  2.922

***

E / eV: -43910.254 -16562.796 -83628.034